Version a
19
Properties=species:S:1:pos:R:3:mulliken_charge:R:1 method="wB97M-V/def2-TZVPD" lumo_ev=-4.3 charge=+1
H 0.83542 -2.04959 -1.40658 0.2777
O 0.03514 0.11354 2.07228 -0.2493
N 0.40444 -1.26791 -1.85355 -0.2841
H -0.76481 1.07935 -1.95807 0.3609
H 2.27015 0.87542 -0.19991 0.3495
H 2.82418 -0.87464 -0.81968 0.4198
H -0.50580 -1.17143 -2.26285 0.2670
C 0.32103 1.20533 -1.61941 -1.4408
H -0.17305 0.17530 2.97306 0.2487
H 1.62789 -0.71884 0.52020 0.2973
C -0.96877 -0.05869 1.31243 0.1785
C 0.96752 -0.13978 -1.42348 1.0343
C 2.04143 -0.18868 -0.45200 -1.1753
H 0.26244 1.79121 -0.74517 0.3997
C -2.32535 -0.15780 1.86068 -0.9557
H -2.57269 1.00140 1.67852 0.2368
H 0.98260 1.82251 -2.08375 0.4608
H -2.25668 -0.59203 2.98989 0.2779
H -3.00509 -0.84467 1.41737 0.2964


Version b
19
Properties=species:S:1:pos:R:3:mulliken_charge:R:1 method="wB97M-V/def2-TZVPD" lumo_ev=-3.2 charge=+1
H -1.19500 -2.34371 1.00033 0.3764
H 2.15019 -2.01058 1.34232 0.2456
H 0.63140 2.66433 0.94384 0.2653
H -0.98267 -0.80634 0.32677 0.2710
H 2.62214 -2.22010 -0.44009 0.2532
H -2.39463 0.94806 0.25653 0.3851
H 0.76839 2.51491 -1.42914 0.3446
C -0.00608 1.77203 -1.58757 -0.9383
H -0.81973 1.98439 1.82579 0.2904
H -0.81958 2.13906 -2.21001 0.2782
H 0.28568 -2.40688 -1.07918 0.3958
C -0.24743 2.03454 0.90706 -0.9166
N -0.48747 -1.64407 0.77806 -0.2303
O -1.66857 0.53838 -0.25188 -0.6629
C -0.57932 1.45671 -0.23753 0.6979
H 0.42891 0.86846 -2.02044 0.2594
C 0.58324 -2.12053 -0.08017 -0.0069
C 1.84829 -2.10949 0.30609 -0.6740
H -0.11776 -1.25916 1.64922 0.3664


Verdict on stability: version b comes out on top.


Version a
62
Properties=species:S:1:pos:R:3:mulliken_charge:R:1 method="wB97M-V/def2-TZVPD" lumo_ev=-1.0
H 2.95485 0.59270 -2.15659 0.3661
H -4.87107 -0.56536 4.24783 0.3225
C 1.41086 -1.73924 6.86739 -0.3616
H -4.04851 -2.02892 3.62214 0.3579
N 3.17397 7.99128 2.78886 0.2087
H -4.70200 -1.41844 1.32277 0.3085
C 0.28657 -0.90427 6.97647 -0.4718
H 3.83339 -0.80910 -1.50867 0.3446
H 0.72548 4.64875 4.73816 0.5614
O -3.39008 0.06438 2.00101 -0.3794
H 0.96357 6.97485 3.94826 0.3969
H -5.51350 0.91571 0.86206 0.3385
H 4.98781 0.53947 1.04838 0.3653
C 3.65076 0.26465 -1.37964 -1.4881
C 2.61604 -1.23808 6.35683 -0.6963
H 2.99768 1.65177 0.12986 0.2552
C -4.68566 -0.64969 2.10951 0.6231
H 1.34591 -2.77923 7.18761 0.3703
H -5.80524 -1.85052 3.47418 0.3631
C 2.68896 0.09342 5.93275 -0.3029
N -0.22513 -0.34825 1.00610 -0.1536
O 1.33262 1.19196 1.95800 -0.5579
H 3.77547 9.00628 1.06122 0.3136
C 1.55127 0.91240 5.98550 0.4213
H 3.62735 0.51542 5.56747 0.4010
H -0.48390 1.09726 6.67260 0.3974
O -2.27289 -1.93482 1.93913 -0.5133
C 3.81084 4.42307 3.49092 -0.2901
H 3.58651 0.22038 2.08553 0.1103
C 3.29550 9.09121 3.72573 -1.0110
C -4.85348 -1.31121 3.44486 -1.3055
H 3.49974 -1.87623 6.28621 0.3617
H -6.72643 -0.02949 1.72763 0.4036
H 3.24186 2.02967 4.14682 -0.3808
H 2.02870 9.05334 1.37557 0.3079
C 1.56798 2.34956 5.51135 1.1502
C 3.99535 5.69840 3.02568 -0.5389
N 2.63175 4.03892 4.10230 0.1909
H 4.57467 3.64782 3.43367 0.4183
C 3.12539 0.56564 0.01128 0.7440
H 4.18242 -1.03852 0.96463 0.3443
H 4.94133 5.96585 2.55802 0.4448
H 2.78044 7.54857 0.76811 0.3106
H -0.65308 -1.28090 7.38424 0.3729
H 3.47473 8.72000 4.74116 0.3102
C -5.72963 0.41108 1.80858 -1.3968
O 1.77183 -0.04053 0.07456 -0.4069
C 2.49556 2.72704 4.51829 -0.5095
C -2.31856 -0.73093 1.83886 0.5364
H 4.59874 0.78682 -1.54266 0.4025
C 1.01571 0.39030 1.10050 0.6073
H 2.38843 9.71469 3.72111 0.3281
C 2.98836 6.67806 3.20454 0.1941
C 1.62390 4.97330 4.23052 -0.4124
H 4.14095 9.72677 3.42475 0.3175
O 0.77322 3.15652 6.04798 -0.8087
C 0.36822 0.42450 6.55855 -0.5692
C 1.78749 6.27377 3.81730 -0.4259
C 4.01600 0.03838 1.09643 -1.0635
N -1.20582 0.17457 1.58332 0.1274
C 2.92494 8.41356 1.42487 -0.9894
H -5.75589 1.16724 2.60199 0.3352


Version b
62
Properties=species:S:1:pos:R:3:mulliken_charge:R:1 method="wB97M-V/def2-TZVPD" lumo_ev=0.5 smiles="CNC(=O)[C@H](Cc1ccc(O)cc1)NC(C)=O.COc1ccc(C2=NC[C@@H](C)N2)c(O)c1"
O 5.52646 1.33278 -7.15408 -0.4703
C -2.59551 0.34028 3.97801 -1.8012
C 3.45209 2.22981 -6.48435 -0.5082
H -0.12987 3.58881 -1.08087 0.3883
N -3.45145 -2.58044 5.49545 0.0669
C 4.46689 1.29846 -6.28273 0.2942
H 6.98434 1.37520 -5.65126 0.3702
H -0.06898 1.14664 -0.90440 -0.0263
H 7.59331 1.24211 -7.31116 0.2596
H -1.76836 2.04108 -3.18295 0.2630
H -4.05221 -1.55158 2.61895 0.4615
H -2.39978 0.46604 6.06610 0.4336
C 2.23673 1.40896 -4.54837 -0.0466
H -1.35202 4.29155 -2.16136 0.3684
H 1.42846 -3.02877 4.70016 0.3329
H -3.65234 0.60246 3.91019 0.4942
C -0.94775 -0.20118 2.13309 -0.3530
H -1.12311 0.18484 -1.95749 0.1894
C -3.49888 -1.27194 5.76278 0.0597
H 0.15628 3.09305 -4.33288 0.3051
O -1.08895 -2.54680 -0.69746 -0.6175
H 0.40432 -0.75366 0.53829 0.5038
C 2.34829 2.29855 -5.63419 1.1622
C 1.12698 1.46752 -3.59074 0.1822
C 1.10044 -2.08323 5.13113 -1.4297
H -5.39241 -3.35439 5.30791 0.3053
C -0.34961 0.95927 -1.94519 -0.0417
C -2.20435 -0.43226 2.73009 0.6584
H -4.13383 -4.56051 5.66947 0.3609
H -0.31483 -0.24602 5.93851 0.2751
H -2.65125 -2.91391 4.96564 0.2140
C -0.56272 -0.92214 0.98731 -0.5889
H 5.09663 -0.37031 -5.04687 0.2958
H -2.04398 1.28125 3.97297 0.4520
O 1.40525 3.24892 -5.91671 -0.6136
N 0.83682 0.53874 -2.71685 -0.6190
H 6.84523 -0.16584 -6.53837 0.2974
C -1.44492 -1.86906 0.42496 0.5050
H 3.55298 2.91285 -7.31900 0.2724
C -1.05555 3.38363 -1.62801 -1.5367
N 0.26647 2.53004 -3.49131 -0.2509
H -3.37341 -2.81756 0.57331 0.4249
C -2.33888 -0.34273 5.33747 0.2802
O -4.44277 -0.77803 6.37628 -0.7031
H 1.61316 -1.26329 4.63181 0.3562
C -2.70868 -2.08947 1.01197 -1.0144
C 4.34412 0.38947 -5.22243 -0.3648
H -0.28576 -2.19688 -1.08869 0.3305
O -0.98770 -2.81671 4.30938 -0.7415
H -4.70220 -3.45079 6.93933 0.3123
H 1.32127 -2.07224 6.19645 0.4042
C -0.85245 2.23773 -2.61413 0.3234
C -4.48004 -3.54668 5.87483 -1.0223
C 3.24062 0.44328 -4.36804 -0.7816
C -0.38879 -1.94394 4.91925 0.9292
C -3.08822 -1.37179 2.16381 -0.2286
C 6.79779 0.92362 -6.63147 -0.8246
H -1.83973 3.12843 -0.90883 0.3524
H 3.16905 -0.26498 -3.54591 0.4501
H 1.67698 3.74197 -6.70632 0.3213
H -0.27172 0.52423 2.56196 0.4944
N -0.94792 -0.84444 5.43556 -0.1659


Verdict on stability: version b comes out on top.